This record from the Open Molecules 2025 dataset describes a cluster of 2 separate species, C3H8OS2 in total in a non-equilibrium geometry. The level of theory is ωB97M-V/def2-TZVPD.

Structure (ORCA input):
```
! wB97M-V def2-TZVPD RIJCOSX def2/J DEFGRID3
* xyz 0 1
C 0.76433 1.27144 0.65468
C -0.58976 1.51387 -0.01270
S -1.68128 0.10868 0.34743
S -0.23374 -1.04312 1.19006
C 1.23474 -0.15556 0.68153
H 0.75264 1.57662 1.71872
H 1.54900 1.86196 0.14377
H -1.04765 2.35575 0.54139
H -0.56020 1.79228 -1.08371
H 1.42468 -0.39599 -0.38222
H 2.20391 -0.19913 1.21468
O -0.93848 -3.05234 -1.82926
H -1.85997 -3.13696 -2.16386
H -1.01822 -2.49752 -1.02052
*
```

Values from the calculation:
maximum force = 2.67 eV/A
ΔE to the lowest compared entry with this formula, charge and spin = 7.2 kcal/mol
HOMO-LUMO gap = 0.316 Ha
SMILES string = C1CSSC1.O
E_tot = -990.69909 hartree

Which charges does Mulliken predict for the atoms? In e, they are: -0.769, -0.351, -0.134, -0.208, -0.413, 0.306, 0.324, 0.285, 0.329, 0.270, 0.374, -0.632, 0.316, 0.304

This record from the Open Molecules 2025 dataset describes a cluster of 2 separate species, C3H8P2 in total in a non-equilibrium geometry. The level of theory is ωB97M-V/def2-TZVPD.

Structure (ORCA input):
```
! wB97M-V def2-TZVPD RIJCOSX def2/J DEFGRID3
* xyz 0 1
C -2.20933 -1.47754 -0.32045
C 2.66526 0.41794 -0.82187
C -1.20356 0.83845 0.91122
P 1.92111 -0.11229 0.81103
P -0.79356 -0.50485 -0.33099
H -2.91690 -1.35560 0.38695
H -1.97981 -2.41473 -0.92069
H 3.16618 -0.58273 -1.11003
H 3.22015 1.34548 -0.80670
H 1.71133 0.64927 -1.24063
H -2.18844 0.70511 1.41506
H -1.01155 1.78327 0.32425
H -0.38086 0.70821 1.70285
*
```

Values from the calculation:
maximum force = 6.37 eV/A
ΔE to the lowest compared entry with this formula, charge and spin = 78.1 kcal/mol
HOMO-LUMO gap (alpha / beta) = 0.243 / 0.251 Ha
E_tot = -801.62693 hartree

Which charges does Mulliken predict for the atoms? In e, they are: -0.646, -0.740, -0.912, 0.018, 0.107, 0.290, 0.226, 0.258, 0.340, 0.207, 0.340, 0.265, 0.247

This record from the Open Molecules 2025 dataset describes a cluster of 2 separate species, C3H8P2 in total in a non-equilibrium geometry. The level of theory is ωB97M-V/def2-TZVPD.

Structure (ORCA input):
```
! wB97M-V def2-TZVPD RIJCOSX def2/J DEFGRID3
* xyz 0 1
C -1.66113 0.07942 0.08659
C 2.32697 -0.33385 0.54931
C 1.00585 -0.33843 -0.24363
P -0.50784 -1.03378 0.42981
P -3.40838 0.08210 0.06674
H -0.24041 1.91839 -0.09219
H 2.74927 -1.37721 0.67514
H 3.10513 0.20618 0.22420
H 2.15304 0.06965 1.58080
H 1.31795 -0.83550 -1.15281
H 0.62066 0.72069 -0.44008
H -3.87439 1.29707 -0.33700
H -3.58672 -0.45474 -1.34687
*
```

Values from the calculation:
maximum force = 5.50 eV/A
ΔE to the lowest compared entry with this formula, charge and spin = 118.6 kcal/mol
HOMO-LUMO gap (alpha / beta) = 0.291 / 0.271 Ha
E_tot = -801.56234 hartree

Which charges does Mulliken predict for the atoms? In e, they are: 0.040, -1.208, -0.089, -0.086, -0.135, 0.173, 0.278, 0.416, 0.314, 0.284, -0.101, 0.054, 0.062

This record from the Open Molecules 2025 dataset describes the molecule C3H8S in a non-equilibrium geometry. The level of theory is ωB97M-V/def2-TZVPD.

Structure (ORCA input):
```
! wB97M-V def2-TZVPD RIJCOSX def2/J DEFGRID3
* xyz 0 1
C -1.12983 -0.49674 1.04319
C -0.34001 -0.24913 -0.25759
C 0.79749 0.76255 -0.08085
S 1.64918 0.99287 -1.68555
H -1.76826 -1.33223 0.78657
H -1.78783 0.29231 1.40712
H -0.42074 -0.86544 1.79247
H 0.27048 -1.13095 -0.49719
H -0.91885 -0.05493 -1.14714
H 1.54391 0.60449 0.69600
H 0.27279 1.69965 0.18358
H 1.83167 -0.22245 -2.24060
*
```

Values from the calculation:
maximum force = 2.28 eV/A
ΔE to the lowest compared entry with this formula, charge and spin = 10.1 kcal/mol
HOMO-LUMO gap = 0.369 Ha
SMILES string = CCCS
E_tot = -517.26451 hartree

Which charges does Mulliken predict for the atoms? In e, they are: -1.155, -0.471, -0.512, -0.263, 0.315, 0.348, 0.306, 0.283, 0.392, 0.353, 0.297, 0.108

This record from the Open Molecules 2025 dataset describes a cluster of 2 separate species, C3H8S in total in a non-equilibrium geometry. The level of theory is ωB97M-V/def2-TZVPD.

Structure (ORCA input):
```
! wB97M-V def2-TZVPD RIJCOSX def2/J DEFGRID3
* xyz 0 1
C 0.66703 1.25656 1.53104
C 1.21268 0.06682 1.73277
H -0.37309 1.32040 1.21911
H 1.17386 2.19803 1.70371
H 0.54186 -0.76637 1.90452
H 2.28134 0.06766 1.90618
C -0.51507 -0.75705 -1.93805
S -1.52626 -1.04193 -0.46286
H -0.07698 0.24190 -1.95015
H -1.10491 -0.78753 -2.85029
H 0.28478 -1.49241 -1.92046
H -2.56524 -0.30608 -0.87555
*
```

Values from the calculation:
maximum force = 1.13 eV/A
ΔE to the lowest compared entry with this formula, charge and spin = 30.9 kcal/mol
HOMO-LUMO gap = 0.366 Ha
SMILES string = C=C.CS
E_tot = -517.23140 hartree

Which charges does Mulliken predict for the atoms? In e, they are: -0.466, -0.463, 0.214, 0.241, 0.260, 0.231, -0.728, -0.218, 0.260, 0.314, 0.249, 0.105

This record from the Open Molecules 2025 dataset describes a structure of composition C3H8S2 in a non-equilibrium geometry. The level of theory is ωB97M-V/def2-TZVPD.

Structure (ORCA input):
```
! wB97M-V def2-TZVPD RIJCOSX def2/J DEFGRID3
* xyz 0 1
C 0.19087 -1.39214 2.08242
C -0.15108 0.86557 0.61003
C -0.15937 0.63545 -2.59736
H 0.48345 -2.66365 1.74705
H 0.59804 -0.82422 3.13175
H -0.89067 -1.28518 1.57646
H 0.40609 1.91983 1.22792
H -1.23106 0.43765 1.04764
H -0.30118 1.43846 -3.36351
H 1.06805 0.07821 -2.49650
H -0.91764 -0.33839 -2.55708
S 1.07471 -0.53959 0.61871
S -0.17023 1.66801 -1.02752
*
```

Values from the calculation:
maximum force = 5.13 eV/A
ΔE to the lowest compared entry with this formula, charge and spin = 118.3 kcal/mol
HOMO-LUMO gap = 0.336 Ha
E_tot = -915.28846 hartree

Which charges does Mulliken predict for the atoms? In e, they are: -0.718, -0.512, -0.690, 0.278, 0.279, 0.225, 0.252, 0.246, 0.270, 0.207, 0.252, -0.047, -0.043

This record from the Open Molecules 2025 dataset describes the molecule C3H8S2 in a non-equilibrium geometry. The level of theory is ωB97M-V/def2-TZVPD.

Structure (ORCA input):
```
! wB97M-V def2-TZVPD RIJCOSX def2/J DEFGRID3
* xyz 0 1
C 2.09315 -0.44896 -0.23875
C 1.28276 0.72209 -0.84680
S -0.42853 0.31322 -1.11280
S -1.22975 0.70754 0.75041
C -2.76304 -0.30449 0.89798
H 2.63056 -0.90422 -1.07079
H 2.82924 -0.06380 0.47242
H 1.49782 -1.18532 0.29121
H 1.75406 1.05875 -1.76698
H 1.30436 1.58279 -0.17213
H -3.47499 0.40633 1.28285
H -2.48769 -1.10690 1.56157
H -3.00794 -0.77703 -0.04819
*
```

Values from the calculation:
maximum force = 1.74 eV/A
ΔE to the lowest compared entry with this formula, charge and spin = 14.4 kcal/mol
HOMO-LUMO gap = 0.311 Ha
SMILES string = CCSSC
E_tot = -915.45397 hartree

Which charges does Mulliken predict for the atoms? In e, they are: -0.894, -0.479, -0.097, -0.066, -0.762, 0.279, 0.272, 0.312, 0.354, 0.256, 0.271, 0.264, 0.292

This record from the Open Molecules 2025 dataset describes the molecule C3H8Si2 in a non-equilibrium geometry. The level of theory is ωB97M-V/def2-TZVPD.

Structure (ORCA input):
```
! wB97M-V def2-TZVPD RIJCOSX def2/J DEFGRID3
* xyz 0 1
C 1.15728 0.94935 0.04043
C 0.02993 1.62959 0.01021
Si -1.80853 0.33789 -0.00867
Si -0.39209 -1.47139 0.03099
C 1.28385 -0.54245 -0.04269
H 2.11552 1.46588 0.10764
H -0.02376 2.70439 0.03944
H -2.61115 0.73959 1.15436
H -2.62229 0.58333 -1.20100
H -0.47092 -2.39565 -1.11516
H -0.41520 -2.33851 1.21672
H 1.79650 -0.78249 -0.97884
H 1.96087 -0.87955 0.74656
*
```

Values from the calculation:
maximum force = 3.47 eV/A
ΔE to the lowest compared entry with this formula, charge and spin = 6.4 kcal/mol
HOMO-LUMO gap = 0.383 Ha
SMILES string = C1=C[SiH2][SiH2]C1
E_tot = -698.01437 hartree

Which charges does Mulliken predict for the atoms? In e, they are: -0.177, -0.694, 0.281, 0.326, -0.688, 0.325, 0.401, -0.107, -0.107, -0.122, -0.122, 0.336, 0.348

This record from the Open Molecules 2025 dataset describes a structure of composition C3H9AlNO7P in a non-equilibrium geometry. The level of theory is ωB97M-V/def2-TZVPD.

Structure (ORCA input):
```
! wB97M-V def2-TZVPD RIJCOSX def2/J DEFGRID3
* xyz -2 1
Al 26.90624 15.99638 -15.35818
O 26.53192 14.83185 -17.90581
H 26.47998 14.61365 -18.85672
O 25.18357 18.16720 -15.66060
H 24.29074 18.54025 -15.79553
P 27.27337 12.79239 -13.98914
O 26.59652 12.09840 -12.88321
O 27.36018 11.76606 -15.14585
O 28.21253 14.04780 -13.80258
O 26.05689 13.39200 -14.73160
C 30.86505 16.31862 -16.07457
O 29.66812 16.51535 -15.84529
N 31.70008 15.73687 -15.16695
C 33.07870 15.45988 -15.61991
C 31.34384 15.18657 -13.90132
H 31.42520 16.50275 -17.00437
H 33.70720 15.31437 -14.74133
H 33.52372 16.28071 -16.18232
H 33.04448 14.57956 -16.26174
H 30.31903 15.39982 -13.59737
H 31.35286 14.09664 -13.89397
H 31.91541 15.54251 -13.04416
*
```

Values from the calculation:
maximum force = 4.92 eV/A
ΔE to the lowest compared entry with this formula, charge and spin = 57.4 kcal/mol
HOMO-LUMO gap = 0.144 Ha
E_tot = -1284.73539 hartree

Which charges does Mulliken predict for the atoms? In e, they are: 0.894, -0.821, 0.080, -0.918, 0.085, 0.740, -0.598, -0.527, -0.517, -0.376, 0.040, -0.528, 0.121, -1.010, -0.927, 0.290, 0.329, 0.337, 0.338, 0.321, 0.361, 0.286

This record from the Open Molecules 2025 dataset describes a structure of composition C3H9BF4GaO8P2 in a non-equilibrium geometry. The level of theory is ωB97M-V/def2-TZVPD.

Structure (ORCA input):
```
! wB97M-V def2-TZVPD RIJCOSX def2/J DEFGRID3
* xyz -1 1
Ga 0.75316 -0.35222 12.17873
O -1.59363 2.68035 12.31332
P -1.59212 1.32926 13.13763
O -2.96467 0.96214 13.62327
O -0.96853 0.20560 12.22066
O -0.55606 1.59721 14.32411
P 0.97618 2.11510 13.91218
O 1.53200 2.25418 15.38431
O 1.69627 0.92712 13.18655
O 0.81420 3.39431 13.18005
H -0.84317 3.32316 12.53846
H 1.93117 1.42734 15.78569
F 2.01403 -3.65147 11.54935
B 1.43253 -2.99391 12.62335
F 0.16384 -2.33864 12.24716
F 2.16353 -1.75803 12.88437
F 1.35541 -3.75272 13.72868
C 0.59071 1.75025 9.33687
C 0.66408 0.23836 9.34879
C -0.77557 -0.38391 9.30886
O 1.39154 -0.17322 10.52779
H 0.26673 2.19867 8.38179
H 1.52271 2.25241 9.66367
H -0.18184 2.06049 10.05657
H 1.33294 -0.21555 8.58959
H -1.40293 -0.00369 10.11339
H -0.71760 -1.45449 9.39972
H -1.23898 -0.15253 8.32801
*
```

Values from the calculation:
maximum force = 3.72 eV/A
HOMO-LUMO gap = 0.350 Ha
E_tot = -3754.16178 hartree

Which charges does Mulliken predict for the atoms? In e, they are: 0.842, -0.530, 0.537, -0.767, 0.090, -0.319, 0.868, -0.559, -0.151, -0.754, 0.477, 0.349, -0.354, 0.403, -0.324, -0.391, -0.317, -1.090, 0.488, -1.213, -0.343, 0.396, 0.282, 0.145, 0.278, 0.208, 0.341, 0.409